This record from the OMol25 dataset describes a structure of composition C16H20F4LaN3O6S. The level of theory is ωB97M-V/def2-TZVPD.

Calculated values
Molar mass: 597.32 Da
Relative energy (zero: lowest compared OMol25 entry of this formula, charge and spin): 0.0 kcal per mole
Frontier orbital gap: 7.9 eV

The geometry in ORCA input format:
```
! wB97M-V def2-TZVPD RIJCOSX def2/J DEFGRID3
* xyz 0 1
La -0.16 -0.59 -0.03
C 2.89 -2.31 0.96
C 2.71 -1.08 1.84
N 2.27 0.09 1.07
C 3.34 0.59 0.17
C 2.93 0.61 -1.29
C 1.75 1.16 1.96
C 1.10 2.31 1.21
N 0.14 1.82 0.22
C -0.82 2.67 -0.30
C -1.79 2.15 -1.17
F -1.71 0.82 -1.49
C -2.82 2.87 -1.73
F -3.68 2.23 -2.53
C -2.96 4.22 -1.47
C -2.01 4.77 -0.65
F -2.06 6.09 -0.37
C -0.97 4.05 -0.09
F -0.08 4.72 0.66
H 3.19 -3.17 1.56
H 3.69 -2.13 0.24
H 1.03 -3.20 0.75
H 3.66 -0.88 2.36
H 1.95 -1.30 2.60
H 4.22 -0.03 0.31
H 3.62 1.60 0.50
H 2.67 -0.40 -1.63
H 3.74 0.95 -1.93
H 2.07 1.27 -1.43
H 2.56 1.56 2.59
H 1.01 0.70 2.62
H 1.85 2.95 0.74
H 0.61 2.93 1.97
H -3.76 4.80 -1.90
O -1.62 -4.06 -1.61
C -1.81 -2.85 -1.60
O -0.87 -1.95 -1.67
C -3.24 -2.32 -1.49
O -3.45 -1.33 -0.47
C -3.45 -1.82 0.89
C -2.07 -1.49 1.42
O -1.79 -0.26 1.58
O -1.15 -2.35 1.37
H 0.02 -4.48 -1.26
H -3.48 -1.81 -2.42
H -3.91 -3.16 -1.35
H -4.20 -1.26 1.44
H -3.65 -2.89 0.92
O 0.94 -4.76 -1.02
S 1.93 -3.48 -1.26
N 1.64 -2.58 0.21
*
```

Okay, here come the natural (NBO) numbers, in e, for every atom: 2.16, -0.24, -0.23, -0.51, -0.23, -0.62, -0.22, -0.23, -0.85, 0.10, 0.28, -0.33, 0.35, -0.31, -0.39, 0.37, -0.31, 0.24, -0.32, 0.21, 0.20, 0.42, 0.20, 0.21, 0.19, 0.20, 0.20, 0.23, 0.23, 0.19, 0.21, 0.18, 0.21, 0.25, -0.65, 0.78, -0.89, -0.17, -0.51, -0.16, 0.71, -0.76, -0.73, 0.52, 0.22, 0.19, 0.21, 0.20, -0.86, 0.70, -0.88